Record 1
{"formula": "C39H43F6HfN3O6P4S2", "method": "ωB97M-V with the def2-TZVPD basis set", "total_energy_ev": -134325.0748, "lumo_ev": -5.5359, "charge": 2, "homo_ev": -13.33, "spin_multiplicity": 1, "relative_energy_kcal_mol": 3.2, "species": ["Hf", "N", "C", "C", "C", "O", "O", "H", "H", "H", "H", "H", "H", "N", "P", "C", "C", "C", "C", "C", "C", "C", "C", "C", "C", "C", "C", "P", "C", "C", "C", "C", "C", "C", "C", "C", "C", "C", "C", "C", "H", "H", "H", "H", "H", "H", "H", "H", "H", "H", "H", "H", "H", "H", "H", "H", "H", "H", "H", "H", "H", "C", "P", "C", "C", "C", "C", "C", "C", "C", "P", "C", "C", "H", "H", "H", "H", "H", "H", "H", "H", "H", "H", "H", "H", "H", "H", "H", "H", "F", "C", "F", "F", "S", "O", "O", "N", "S", "O", "O", "C", "F", "F", "F"], "positions_angstrom": [[0.38004, -0.46530, -0.21027], [-1.10532, -0.16985, 1.64483], [-1.51671, -1.50888, 2.16939], [-2.65754, -2.05149, 1.33224], [-2.42598, -1.88597, -0.15220], [-3.28947, -1.90994, -0.97212], [-1.11907, -1.68736, -0.47983], [-0.69807, 0.38240, 2.39033], [-1.95364, 0.34096, 1.38522], [-1.81581, -1.42652, 3.21411], [-0.65376, -2.17639, 2.11715], [-3.59763, -1.53960, 1.55657], [-2.81257, -3.11076, 1.54465], [-1.52589, 2.59296, -1.43372], [-0.84153, 1.20521, -2.10626], [0.47095, 1.78678, -3.22165], [1.79876, 1.73530, -2.80803], [2.82146, 2.21432, -3.60924], [2.52138, 2.74843, -4.85528], [1.20571, 2.78148, -5.29379], [0.18554, 2.29751, -4.48742], [-2.12686, 0.56855, -3.22425], [-2.29353, -0.78554, -3.48948], [-3.26236, -1.21455, -4.38631], [-4.07814, -0.29712, -5.02524], [-3.92900, 1.05936, -4.76197], [-2.96345, 1.48892, -3.86942], [-1.85296, 2.81382, 0.23608], [-3.40867, 1.94984, 0.62364], [-4.15370, 1.19172, -0.27187], [-5.27552, 0.49251, 0.16514], [-5.66015, 0.55116, 1.49408], [-4.91818, 1.30583, 2.40003], [-3.79600, 1.99239, 1.97054], [-2.35565, 4.55133, 0.23622], [-3.58122, 4.95104, -0.30078], [-3.92659, 6.29154, -0.32102], [-3.05707, 7.24056, 0.20579], [-1.84404, 6.85088, 0.75209], [-1.49263, 5.50759, 0.76414], [-2.06809, 3.17571, -2.06309], [2.06742, 1.29307, -1.85291], [3.84876, 2.15534, -3.27316], [3.31371, 3.12331, -5.48933], [0.96997, 3.17941, -6.27164], [-0.82943, 2.31132, -4.86068], [-1.70720, -1.52548, -2.97465], [-3.38275, -2.27371, -4.56914], [-4.83490, -0.63265, -5.72165], [-4.56342, 1.78428, -5.25411], [-2.87734, 2.55665, -3.70367], [-3.87014, 1.12919, -1.31426], [-5.84133, -0.10154, -0.54010], [-6.53774, 0.01442, 1.82914], [-5.22177, 1.36158, 3.43727], [-3.22885, 2.58720, 2.68190], [-4.27879, 4.21160, -0.68040], [-4.87788, 6.59836, -0.73466], [-3.33330, 8.28647, 0.19642], [-1.17447, 7.59017, 1.17075], [-0.54399, 5.20560, 1.19285], [2.68658, -2.42483, 2.70573], [1.88425, -0.81983, 2.36961], [1.11429, -0.59095, 4.02304], [3.25960, 0.37096, 2.25887], [4.49053, 0.10498, 2.85093], [5.55371, 0.98314, 2.69456], [5.39285, 2.13402, 1.94024], [4.16335, 2.42268, 1.36190], [3.09185, 1.55014, 1.51488], [1.40323, 1.97084, 0.94784], [1.59677, 3.50360, -0.01416], [0.74153, 2.57232, 2.54809], [3.62027, -2.51545, 2.16244], [2.02634, -3.24446, 2.42976], [2.90476, -2.49760, 3.77134], [0.58572, -1.50818, 4.28519], [0.41699, 0.23856, 4.10684], [1.91170, -0.43729, 4.75161], [4.63828, -0.79712, 3.43158], [6.50606, 0.76346, 3.15777], [6.22120, 2.81691, 1.80748], [4.05512, 3.33667, 0.79425], [2.37271, 3.39090, -0.76787], [1.86424, 4.31881, 0.65853], [0.66565, 3.74851, -0.52287], [-0.33955, 2.67117, 2.53934], [1.18819, 3.55093, 2.73157], [1.06913, 1.92193, 3.35354], [1.00035, -0.94159, -5.36509], [1.90476, -1.63224, -4.69229], [2.90623, -0.84800, -4.33137], [2.35129, -2.64275, -5.40802], [1.06279, -2.30484, -3.18899], [0.57898, -1.10288, -2.48185], [0.12330, -3.27587, -3.60410], [2.28758, -2.90057, -2.34695], [2.42228, -2.38155, -0.91122], [1.34602, -2.78028, 0.00362], [2.50483, -0.89010, -0.73275], [4.11128, -3.08332, -0.45157], [4.74786, -2.16187, 0.25095], [3.89874, -4.16227, 0.27525], [4.77694, -3.37133, -1.53485]], "atomic_forces_ev_per_a": [[-0.4467, -0.5045, 0.6251], [0.0908, 0.0497, -0.2078], [0.0290, 0.0566, -0.0223], [-0.0834, 0.0980, 0.0106], [0.2462, -0.0389, -0.0214], [-0.0472, -0.1168, 0.0251], [-0.3836, 0.0359, 0.0817], [0.0239, 0.0567, 0.0218], [-0.0300, 0.0176, 0.0021], [-0.0311, 0.0017, 0.0003], [-0.0078, -0.0124, 0.0114], [0.0315, -0.0131, 0.0294], [-0.0143, -0.0031, -0.0337], [-0.2895, 0.0141, -0.0834], [0.0339, 0.3314, -0.0031], [-0.0257, 0.0049, -0.0855], [0.0446, -0.0026, 0.0737], [-0.0228, 0.0329, -0.0521], [0.0242, -0.0133, 0.0193], [-0.0271, 0.0123, 0.0112], [0.0121, 0.0413, -0.0100], [-0.0280, -0.0170, 0.0208], [0.0018, -0.0349, 0.0143], [-0.0130, 0.0281, -0.0027], [0.0085, -0.0072, -0.0004], [-0.0007, -0.0053, -0.0072], [-0.0400, 0.0162, -0.0182], [0.2085, -0.0515, 0.0255], [-0.0776, 0.0053, -0.0118], [0.0078, -0.0511, -0.0202], [-0.0002, -0.0107, -0.0230], [0.0074, 0.0160, 0.0217], [-0.0296, -0.0143, 0.0113], [-0.0168, -0.0089, -0.0174], [-0.0764, 0.0169, -0.0419], [-0.0295, -0.0126, 0.0210], [0.0272, 0.0281, 0.0114], [-0.0345, -0.0032, -0.0173], [0.0203, -0.0325, -0.0098], [0.0100, 0.0649, 0.0075], [0.0711, 0.0285, 0.0144], [-0.0153, -0.0052, 0.0347], [-0.0016, 0.0009, 0.0025], [-0.0016, -0.0040, -0.0006], [0.0021, -0.0025, 0.0000], [0.0216, -0.0083, 0.0024], [0.0312, -0.0005, -0.0079], [0.0034, -0.0006, 0.0068], [0.0026, -0.0003, 0.0002], [-0.0004, -0.0014, 0.0015], [0.0057, -0.0228, 0.0134], [0.0263, 0.0100, -0.0273], [0.0040, 0.0050, -0.0029], [-0.0003, -0.0010, 0.0006], [-0.0051, 0.0020, -0.0014], [0.0009, 0.0033, -0.0128], [0.0220, 0.0021, -0.0015], [0.0013, 0.0015, 0.0013], [0.0011, -0.0018, 0.0045], [-0.0007, -0.0005, -0.0026], [-0.0129, -0.0053, 0.0179], [-0.0033, 0.0192, 0.0531], [-0.0771, 0.0496, -0.1677], [-0.0031, 0.0237, 0.0360], [0.0255, -0.0224, 0.0009], [0.0041, -0.0077, -0.0182], [0.0001, 0.0147, -0.0155], [0.0032, -0.0121, 0.0047], [0.0091, -0.0363, 0.0022], [-0.0518, 0.0309, 0.0106], [0.1139, -0.0551, -0.0875], [0.0404, -0.0048, -0.0275], [0.0674, 0.0192, 0.0419], [-0.0268, -0.0389, -0.0010], [-0.0293, 0.0099, -0.0123], [0.0399, -0.0019, -0.0050], [0.0159, -0.0157, -0.0186], [-0.0046, -0.0120, -0.0061], [-0.0175, -0.0029, 0.0170], [-0.0108, 0.0102, 0.0023], [-0.0002, 0.0016, -0.0033], [-0.0006, -0.0022, 0.0034], [-0.0123, 0.0083, 0.0064], [0.0062, -0.0165, -0.0269], [0.0175, 0.0081, -0.0228], [0.0208, -0.0125, 0.0050], [-0.0218, 0.0196, 0.0029], [-0.0339, 0.0042, 0.0172], [0.0128, 0.0346, 0.0006], [0.0391, 0.0092, -0.0127], [-0.0222, -0.0902, -0.0560], [0.0033, 0.0150, 0.0412], [-0.0163, 0.0516, 0.0062], [-0.0110, 0.0109, 0.0752], [0.0149, -0.0768, 0.0339], [0.0036, 0.0760, 0.0215], [0.0503, 0.1035, -0.0998], [0.0030, 0.1944, 0.0679], [0.2981, -0.0710, -0.2120], [0.3851, -0.1846, -0.0783], [-0.1497, -0.0673, 0.0469], [0.0312, 0.0116, 0.0173], [0.0359, 0.0062, 0.0048], [0.0228, 0.0244, -0.0472]]}

---

Record 2
{"formula": "C39H43N10O7S4Ti", "method": "ωB97M-V with the def2-TZVPD basis set", "total_energy_ev": -136810.2500, "lumo_ev": -9.1574, "charge": 3, "homo_ev": -14.55, "spin_multiplicity": 1, "relative_energy_kcal_mol": 0.0, "species": ["Ti", "C", "N", "C", "C", "N", "N", "C", "N", "N", "H", "H", "H", "H", "H", "H", "H", "H", "H", "H", "H", "S", "C", "C", "C", "C", "C", "C", "N", "C", "C", "C", "C", "C", "C", "C", "C", "N", "C", "C", "C", "C", "C", "S", "C", "H", "H", "H", "H", "H", "H", "H", "H", "H", "H", "H", "H", "C", "C", "S", "O", "O", "C", "C", "N", "C", "N", "C", "C", "N", "O", "O", "C", "H", "H", "H", "H", "H", "H", "H", "H", "H", "H", "H", "H", "H", "C", "C", "C", "C", "C", "C", "C", "S", "O", "O", "O", "H", "H", "H", "H", "H", "H", "H"], "positions_angstrom": [[0.12577, -0.44911, 0.68681], [-0.50580, -5.29403, -1.97038], [-0.72051, -4.39059, -0.82561], [-1.29606, -4.98743, 0.39031], [-0.43679, -3.10298, -0.85538], [-0.53761, -2.30882, 0.20698], [-0.09938, -2.56709, -2.07611], [0.55166, -1.36993, -2.29800], [0.84092, -1.11341, -3.57425], [0.85293, -0.58401, -1.31212], [-0.30574, -6.28817, -1.58471], [0.36843, -5.00052, -2.54703], [-1.38880, -5.34342, -2.61005], [-1.72058, -5.95103, 0.13127], [-2.10688, -4.37544, 0.78581], [-0.53193, -5.14407, 1.15424], [-0.82425, -2.82325, 1.02594], [-0.31815, -3.12301, -2.88443], [0.60016, -1.73888, -4.32409], [1.21341, -0.21649, -3.84127], [1.37128, 0.23292, -1.60390], [-2.87059, 5.64052, 2.79120], [-4.21127, 6.16257, 1.88579], [-4.69677, 5.17976, 1.07728], [-3.95344, 3.97795, 1.19962], [-2.92131, 4.07053, 2.09677], [-1.98881, 3.01219, 2.50372], [-1.84805, 1.87963, 1.69419], [-1.06213, 0.84982, 1.98134], [-0.44121, 0.85299, 3.19031], [-0.45942, 1.94497, 4.04384], [0.23173, 1.85021, 5.30422], [0.79958, 0.69157, 5.69442], [0.73868, -0.47604, 4.85720], [1.21791, -1.73605, 5.23228], [1.09940, -2.82415, 4.37923], [0.54227, -2.57617, 3.11814], [0.07610, -1.40113, 2.73452], [0.15475, -0.36992, 3.60178], [1.53495, -4.17503, 4.74444], [2.03055, -4.60699, 5.94101], [2.33540, -5.99400, 5.95696], [2.06364, -6.59694, 4.77037], [1.44328, -5.49019, 3.63149], [-1.21989, 3.05753, 3.65455], [-4.57835, 7.17354, 1.99668], [-5.55904, 5.30655, 0.43487], [-4.21337, 3.06468, 0.67085], [-2.40623, 1.82951, 0.77709], [0.25216, 2.72055, 5.95023], [1.28878, 0.61506, 6.65789], [1.68525, -1.85438, 6.20301], [0.50737, -3.38146, 2.39400], [2.17304, -3.96535, 6.80281], [2.73990, -6.51648, 6.81392], [2.19379, -7.63602, 4.50206], [-1.24361, 3.93383, 4.29536], [-0.97373, 3.63937, -7.00444], [-1.74798, 2.42391, -6.50525], [-1.71392, 2.30075, -4.72378], [-1.02645, 1.08093, -4.32843], [-1.26328, 3.54583, -4.14512], [-3.41577, 2.08775, -4.22007], [-3.51614, 2.38636, -2.73172], [-2.97108, 1.26042, -1.94303], [-1.78170, 1.28026, -1.32570], [-1.59038, 0.13710, -0.65411], [-2.73192, -0.61086, -0.79902], [-3.58035, 0.07305, -1.58748], [-4.86717, -0.39686, -2.05335], [-5.14513, -1.54039, -1.76737], [-5.56229, 0.37954, -2.67934], [-0.79738, 2.38943, -1.46576], [-1.13031, 3.73202, -8.07687], [0.09483, 3.53412, -6.82250], [-1.31420, 4.55375, -6.52402], [-1.33704, 1.47732, -6.85737], [-2.80569, 2.47168, -6.77707], [-3.69049, 1.06279, -4.46706], [-4.04790, 2.78143, -4.77682], [-4.54620, 2.56212, -2.45632], [-2.92555, 3.26345, -2.48588], [-2.89260, -1.57594, -0.35744], [-1.23424, 3.35180, -1.18944], [-0.48017, 2.48020, -2.50416], [0.05988, 2.21692, -0.82900], [7.74262, 0.70595, -1.58754], [6.41044, 0.63900, -0.89504], [6.10283, 1.50693, 0.15447], [4.89383, 1.43199, 0.81549], [3.97099, 0.47525, 0.39634], [4.24500, -0.41774, -0.64851], [5.46404, -0.32085, -1.28360], [2.51831, 0.33243, 1.29226], [1.33551, 1.08863, 0.65151], [1.97006, -1.06659, 1.07107], [2.71758, 0.72413, 2.64095], [8.31881, 1.57357, -1.27410], [7.61350, 0.74653, -2.67064], [8.32658, -0.18997, -1.36576], [6.83192, 2.24413, 0.46855], [4.66901, 2.09384, 1.64390], [3.52817, -1.18072, -0.92303], [5.70802, -1.00963, -2.08584]], "atomic_forces_ev_per_a": [[-1.8497, -0.5473, -0.6056], [-0.0343, 0.0575, 0.0559], [-0.1425, -0.3703, 0.0590], [0.0338, -0.0153, -0.0615], [-0.1628, 0.3692, 0.0329], [0.3650, -0.1986, -0.1739], [0.0895, 0.0607, 0.0957], [-0.0613, 0.1295, -0.1149], [0.2011, -0.1285, 0.0737], [-0.0518, -0.3400, 0.0619], [-0.0121, -0.0311, 0.0411], [0.0273, 0.0271, 0.0319], [-0.0064, 0.0351, 0.0160], [-0.0020, -0.0332, -0.0305], [-0.0047, 0.0304, -0.0291], [0.0132, 0.0047, -0.0126], [-0.0102, -0.0866, 0.1103], [0.0075, -0.0428, -0.0762], [-0.0194, -0.0020, -0.0006], [-0.1589, 0.0599, -0.0106], [0.0612, 0.1193, -0.0481], [0.1260, 0.0762, 0.1007], [-0.0491, 0.0942, -0.0081], [0.0065, -0.1464, -0.0774], [-0.1769, -0.1128, -0.2027], [0.1370, -0.0559, 0.1088], [-0.1280, 0.1930, 0.0945], [0.1278, -0.1317, -0.1355], [0.0161, 0.0809, 0.0048], [-0.1514, -0.2202, -0.0543], [-0.0393, 0.2721, 0.1965], [-0.0537, 0.1186, -0.0182], [0.0332, -0.0580, 0.0530], [0.1452, -0.1915, 0.2487], [0.0977, -0.0273, 0.1077], [0.0477, -0.1353, 0.1993], [0.0000, -0.0872, -0.1876], [0.0084, 0.1714, -0.2703], [-0.2249, 0.1394, -0.1336], [-0.0699, 0.1344, -0.1112], [0.0889, -0.0065, 0.2727], [0.0364, 0.1026, 0.1128], [0.0056, -0.1107, -0.0154], [-0.0449, -0.0085, -0.1757], [-0.0128, 0.1386, 0.0974], [0.0477, -0.0945, 0.0026], [0.0958, -0.0246, 0.0712], [-0.0004, 0.1143, 0.0813], [0.0250, 0.0066, -0.0603], [-0.0024, -0.0544, -0.0453], [-0.0177, -0.0050, -0.0410], [-0.0346, 0.0099, -0.0319], [0.0449, 0.0419, -0.0289], [-0.0086, -0.0802, -0.0790], [-0.0496, 0.0554, -0.0746], [-0.0054, 0.1063, 0.0207], [-0.0286, -0.0755, -0.0068], [0.0254, -0.0575, -0.0240], [-0.0195, 0.0611, -0.0063], [-0.1581, 0.2469, -0.3701], [0.2123, -0.1321, 0.0186], [0.0006, -0.0838, -0.2344], [-0.0581, 0.1067, -0.0513], [0.1021, -0.4469, -0.1907], [-0.5880, 0.4313, 0.4291], [0.5912, -0.2095, -0.4148], [-0.0546, 0.2337, 0.5890], [0.3134, -0.0841, 0.0839], [-0.2348, 0.0821, -0.4451], [-0.1938, 0.0692, 0.0098], [0.1021, 0.1403, 0.0027], [0.2093, -0.0533, 0.0409], [-0.1445, -0.0633, 0.1837], [0.0155, -0.0110, -0.0317], [-0.0331, -0.0013, 0.0117], [-0.0273, -0.0207, -0.0171], [-0.0539, 0.0457, -0.0515], [0.0881, -0.0020, -0.0609], [-0.1624, 0.0676, 0.0076], [0.1001, 0.0025, 0.0036], [-0.1362, -0.1078, 0.1120], [-0.0224, 0.0672, 0.0101], [0.0322, 0.0076, 0.0518], [-0.0037, -0.0413, 0.0528], [0.0900, -0.0167, 0.3092], [0.0814, -0.0154, 0.1345], [-0.1087, -0.0239, 0.0098], [0.0759, -0.0015, -0.0608], [0.1356, 0.0337, -0.0605], [-0.0956, 0.0093, -0.0248], [0.0632, -0.1147, -0.2000], [-0.0084, 0.2165, 0.1152], [0.0752, 0.0214, -0.0582], [0.6321, -0.1320, 0.0550], [0.2331, 0.1780, 0.2203], [0.6589, 0.2384, 0.2938], [0.0049, 0.0805, 0.0562], [-0.0245, -0.0132, 0.0089], [-0.0009, -0.0006, 0.0434], [-0.0160, 0.0190, 0.0071], [-0.0244, -0.0364, -0.0296], [0.0276, -0.0780, -0.0538], [0.0381, 0.0103, 0.0292], [-0.0136, 0.0507, 0.0660]]}

---

Sequential Kohn-Sham gap output: 7.79; 5.39 eV